# 1
The following is a DFT calculation (the ωB97M-V functional and the def2-TZVPD basis) of a 2-piece molecular cluster, Cl2HPS overall at a distorted geometry.

As for the spin multiplicity: 3. As for the total energy: -45183.9843 eV. For the energy above the lowest of the compared OMol25 structures with the same formula, charge and spin, the calculation gives 0.00 kJ/mol. As for the net charge: 0. The calculation puts the orbital gap (alpha / beta) at 9.055 / 7.238 eV. As for the expectation value of S²: 2.01.

Atoms and positions in Å:
P 0.7397 -1.2536 -1.1609
S -1.8570 1.0767 0.2353
Cl 0.0965 -1.7169 0.6618
Cl 1.9138 0.3145 -0.7245
H -0.8931 1.5794 0.9884



# 2
The following is a DFT calculation (the ωB97M-V functional and the def2-TZVPD basis) of C15H16MnN4O2 as an isolated structure at a distorted geometry.

As for the spin multiplicity: 6. As for the total energy: -57186.0389 eV. As for the net charge: -2. The calculation puts the orbital gap (alpha / beta) at 3.607 / 4.310 eV. As for the expectation value of S²: 8.87.

Atoms and positions in Å:
Mn 0.0421 0.0270 -0.1998
O -1.4315 1.5133 0.3355
C -2.7532 1.2706 0.7698
C -2.9515 -0.2267 0.7350
C -4.1316 -0.7784 1.1456
C -4.3463 -2.1852 1.1098
C -3.2379 -2.9268 0.6076
C -2.0927 -2.3024 0.2058
N -1.8831 -0.9398 0.2584
H -1.1681 2.4434 0.3080
H -3.4689 1.7782 0.1091
H -2.8954 1.6670 1.7835
H -4.9131 -0.1076 1.5003
H -5.2738 -2.6445 1.4194
H -3.2895 -4.0060 0.5041
H -1.2588 -2.8576 -0.2115
N 0.4126 -1.4932 2.5376
C 0.8497 -1.5561 3.8105
C 1.3237 -0.3000 4.1249
C 1.1414 0.4568 2.9457
N 0.5829 -0.2894 2.0121
H 0.0542 -2.2079 1.9132
H 0.8062 -2.4704 4.3782
H 1.7599 0.0123 5.0594
H 1.4005 1.4720 2.6899
N 0.8986 -1.6429 -0.6402
C 0.6638 -2.4221 -1.6467
C 1.1541 -3.8100 -1.7305
C 0.8999 -4.6561 -2.7806
C 0.1335 -4.2812 -3.8991
C -0.3661 -2.9680 -3.8686
C -0.1294 -2.0951 -2.8359
H 1.7544 -4.1398 -0.8833
H 1.3129 -5.6654 -2.7418
H -0.0649 -4.9584 -4.7200
H -0.9783 -2.6203 -4.7016
H -0.5506 -1.0890 -2.8628
O 1.1204 1.3685 -0.4612